(1)
A structure of composition C12H25F3O7SSiY, computed with ωB97M-V/def2-TZVPD.

Each line ends with the Löwdin charge.
Positions of all 50 atoms, in Å:
1 Y 0.2333 1.2609 -0.6017  1.86
2 C 0.0362 0.3322 3.1153  -0.12
3 C -0.3335 1.8026 2.9937  -0.14
4 O -0.9362 2.1462 1.7380  -0.25
5 C -2.3686 2.1384 1.6332  -0.14
6 C -2.9336 0.8387 1.1177  -0.15
7 O -2.3638 0.5453 -0.1729  -0.24
8 C -2.8206 -0.7321 -0.6471  -0.15
9 C -1.9338 -1.2164 -1.7682  -0.16
10 O -0.5708 -1.3958 -1.3742  -0.25
11 C -0.3341 -2.5212 -0.5102  -0.13
12 C 0.5018 -2.0789 0.6824  -0.13
13 O 0.7591 -0.1244 1.9609  -0.12
14 H -0.8664 -0.2799 3.2564  0.09
15 H 0.7054 0.1914 3.9650  0.15
16 H 0.5578 2.4291 3.0676  0.13
17 H -1.0080 2.0523 3.8144  0.14
18 H -2.6094 2.9526 0.9451  0.13
19 H -2.8200 2.3577 2.6014  0.15
20 H -4.0161 0.9538 1.0133  0.15
21 H -2.7292 0.0113 1.8042  0.09
22 H -3.8405 -0.6324 -1.0301  0.15
23 H -2.8216 -1.4539 0.1762  0.10
24 H -1.8973 -0.4832 -2.5818  0.13
25 H -2.3472 -2.1515 -2.1502  0.15
26 H 0.2105 -3.2844 -1.0687  0.15
27 H -1.2699 -2.9319 -0.1343  0.10
28 H 1.5235 -1.8314 0.3897  0.10
29 H 0.5066 -2.8528 1.4518  0.14
30 F -3.4713 -4.9294 3.9377  0.10
31 C -3.6295 -3.5996 3.9080  -0.73
32 F -4.8172 -3.3241 3.3691  0.12
33 F -3.6170 -3.1490 5.1683  0.10
34 S -2.1921 -2.7982 2.9242  0.81
35 O -2.4499 -1.3657 3.2562  -0.54
36 O -2.5943 -3.0992 1.5258  -0.51
37 O -0.1453 -0.8982 1.1463  -0.20
38 C 1.5815 -0.4933 -3.9141  -0.24
39 Si 2.4972 0.0452 -2.3608  0.43
40 C 3.3457 -1.3735 -1.4578  -0.24
41 C 3.7216 1.4476 -2.6625  -0.27
42 H 2.2723 -1.0141 -4.5843  0.04
43 H 1.1769 0.3575 -4.4651  0.02
44 H 0.7630 -1.1765 -3.6860  0.01
45 H 4.2271 -1.6732 -2.0335  0.04
46 H 2.7099 -2.2546 -1.3700  0.02
47 H 3.6935 -1.0885 -0.4645  0.03
48 H 4.5095 1.0893 -3.3337  0.03
49 H 4.2089 1.7714 -1.7421  0.02
50 H 3.2662 2.3170 -3.1380  0.02

Values from the calculation:
Total charge ... +1
Orbital gap ... 0.17652 hartree
Maximum force ... 3.67 eV/A
HOMO energy ... -10.12 eV
Energy above the lowest of the compared OMol25 structures with the same formula, charge and spin ... 147.4 kcal per mole

=====

(2)
A structure of composition C12H25FN2O3P, computed with ωB97M-V/def2-TZVPD.

Each line ends with the Löwdin charge.
Positions of all 44 atoms, in Å:
1 N -2.2660 -1.0222 1.1861  0.25
2 C -1.5007 -1.8131 1.5179  -0.36
3 O -0.6713 -2.8290 1.7258  -0.13
4 P -0.8788 -3.5260 3.1789  1.06
5 C -2.6350 -3.9026 3.5109  -0.34
6 N -3.3492 -4.1876 2.2735  0.00
7 C -0.2528 -2.5016 4.5227  -0.23
8 C 1.2687 -2.4378 4.6146  -0.24
9 F 1.5628 -1.5764 5.6481  -0.01
10 H -0.1657 -4.7259 3.0964  0.10
11 H -3.0633 -3.0815 4.0839  0.12
12 H -2.5975 -4.7864 4.1662  0.11
13 H -4.3419 -4.0688 2.4337  0.10
14 H -3.1745 -5.1428 1.9872  0.09
15 H -0.7216 -1.5167 4.4428  0.12
16 H -0.6536 -2.9784 5.4260  0.12
17 H 1.7084 -3.4057 4.8654  0.13
18 H 1.7419 -2.0546 3.7082  0.13
19 C 0.0545 -0.8875 -1.6345  -0.19
20 C -1.2708 -0.1962 -1.9429  -0.18
21 C -0.8550 0.7998 -3.0155  -0.19
22 O 0.2353 0.1965 -3.7237  -0.14
23 C 0.7019 -0.9465 -3.0133  -0.21
24 H -0.0557 -1.8753 -1.1810  0.09
25 H 0.6534 -0.2654 -0.9628  0.11
26 H -1.9817 -0.9179 -2.3533  0.12
27 H -1.7312 0.2814 -1.0803  0.09
28 H -0.5048 1.7367 -2.5734  0.10
29 H -1.6582 1.0281 -3.7155  0.12
30 H 0.3924 -1.8465 -3.5564  0.12
31 H 1.7920 -0.9253 -2.9735  0.12
32 C 2.3257 5.1831 -1.6132  -0.17
33 C 2.8122 4.3897 -2.8224  -0.17
34 C 1.6463 3.4407 -3.0603  -0.21
35 O 0.4689 4.1342 -2.6340  -0.15
36 C 0.8373 5.3091 -1.9058  -0.20
37 H 2.8153 6.1483 -1.4944  0.11
38 H 2.4831 4.6059 -0.6985  0.11
39 H 2.9375 5.0542 -3.6797  0.12
40 H 3.7537 3.8682 -2.6564  0.11
41 H 1.7442 2.5287 -2.4596  0.11
42 H 1.5358 3.1526 -4.1054  0.12
43 H 0.6285 6.1838 -2.5300  0.12
44 H 0.2295 5.3766 -1.0027  0.11

Values from the calculation:
Total charge ... +1
Orbital gap ... 0.24445 hartree
Maximum force ... 0.91 eV/A
HOMO energy ... -10.81 eV

=====

(3)
An isolated molecule of C12H25N3O2, computed with ωB97M-V/def2-TZVPD.

Each line ends with the Löwdin charge.
Positions of all 42 atoms, in Å:
1 C -2.9877 -1.0280 -1.9692  -0.09
2 C -3.0483 0.4331 -1.5400  -0.22
3 C -3.4935 0.6087 -0.0799  -0.34
4 C -4.3963 1.8340 0.0747  -0.07
5 C -2.2914 0.6946 0.8859  -0.28
6 N -1.3219 1.6977 0.4584  0.05
7 C -1.6287 -0.6823 0.9827  -0.49
8 O -2.1421 -1.6044 1.5873  0.06
9 N -0.4557 -0.7771 0.3395  0.07
10 C 0.3439 -1.9780 0.3414  -0.17
11 C 1.5559 -1.7893 -0.5673  -0.18
12 N 2.2064 -0.5096 -0.3393  -0.19
13 C 3.2140 -0.2282 -1.3487  -0.17
14 C 3.7741 1.1768 -1.1248  -0.20
15 O 4.3347 1.3089 0.1597  -0.13
16 C 3.3745 1.0161 1.1460  -0.20
17 C 2.8069 -0.3938 0.9808  -0.16
18 H -2.6496 -1.1079 -3.0006  0.07
19 H -2.3054 -1.5896 -1.3384  0.05
20 H -3.9727 -1.4846 -1.8962  0.08
21 H -2.0700 0.8971 -1.6701  0.10
22 H -3.7513 0.9585 -2.1902  0.11
23 H -4.0660 -0.2718 0.2291  0.14
24 H -5.3075 1.6987 -0.5029  0.08
25 H -4.6742 1.9803 1.1167  0.08
26 H -3.9040 2.7365 -0.2847  0.07
27 H -2.7028 0.8999 1.8898  0.15
28 H -1.7993 2.5618 0.2261  0.08
29 H -0.6807 1.9011 1.2182  0.09
30 H -0.0694 0.0458 -0.1014  0.11
31 H -0.2595 -2.8192 -0.0173  0.13
32 H 0.6475 -2.2209 1.3665  0.12
33 H 1.2184 -1.7919 -1.6073  0.12
34 H 2.2467 -2.6393 -0.4281  0.13
35 H 2.7524 -0.2801 -2.3372  0.12
36 H 4.0417 -0.9586 -1.3061  0.13
37 H 4.5767 1.3887 -1.8334  0.13
38 H 2.9654 1.9122 -1.2566  0.13
39 H 3.8812 1.1182 2.1071  0.13
40 H 2.5479 1.7415 1.0869  0.12
41 H 2.0439 -0.5565 1.7420  0.12
42 H 3.6157 -1.1328 1.1193  0.13

Values from the calculation:
Total charge ... 0
Orbital gap ... 0.36206 hartree
Maximum force ... 0.48 eV/A
HOMO energy ... -9.09 eV
SMILES string ... CC[C@H](C)[C@H](N)C(=O)NCCN1CCOCC1
Energy above the lowest of the compared OMol25 structures with the same formula, charge and spin ... 8.9 kcal per mole

=====

(4)
An isolated molecule of C12H25N3O3, computed with ωB97M-V/def2-TZVPD.

Each line ends with the Löwdin charge.
Positions of all 43 atoms, in Å:
1 C 1.6066 -1.5806 2.6038  -0.10
2 C 2.2760 -0.8882 1.4363  -0.45
3 C 3.8291 -0.6502 1.7178  -0.04
4 C 1.4150 0.2557 0.9800  -0.14
5 C 1.8883 1.2010 -0.2135  -0.32
6 N 2.8055 2.2332 0.0819  0.04
7 C 0.6627 1.5610 -1.0461  -0.40
8 O 0.6739 1.9982 -2.2111  0.04
9 N -0.4804 1.5640 -0.2706  0.12
10 C -1.7287 1.8256 -1.0618  -0.17
11 C -2.1703 0.6873 -2.0720  -0.17
12 C -2.9139 -0.4492 -1.4934  -0.20
13 C -2.0817 -1.3322 -0.5232  -0.14
14 C -1.4515 -2.6285 -1.2401  -0.27
15 N -0.5831 -3.2815 -0.3192  -0.01
16 C -2.7914 2.3406 -0.0424  -0.43
17 O -3.4607 1.5178 0.5572  0.09
18 O -2.8732 3.6646 0.2778  0.10
19 H 2.1400 -2.5095 2.8756  0.09
20 H 0.5502 -1.9335 2.3112  0.09
21 H 1.5331 -0.9243 3.4379  0.06
22 H 2.2437 -1.6771 0.6210  0.14
23 H 4.2457 -1.1892 0.8718  0.07
24 H 3.9582 0.4181 1.7060  0.05
25 H 4.2011 -1.1151 2.6896  0.09
26 H 0.5199 -0.2082 0.6068  0.06
27 H 1.1103 0.7856 1.9993  0.17
28 H 2.3644 0.5343 -0.8659  0.13
29 H 2.5668 2.9656 0.8176  0.11
30 H 3.1659 2.7742 -0.7921  0.13
31 H -0.3625 0.9246 0.4172  0.03
32 H -1.4799 2.7185 -1.7713  0.16
33 H -2.5830 1.2982 -2.8253  0.10
34 H -1.2095 0.5378 -2.5824  0.11
35 H -3.6480 0.1369 -0.8083  0.11
36 H -3.3840 -1.1136 -2.3391  0.15
37 H -2.5783 -1.5450 0.4175  0.11
38 H -1.1440 -0.7797 -0.2568  0.08
39 H -1.9888 -3.4356 -1.5899  0.08
40 H -0.9940 -2.3492 -2.1320  0.08
41 H -0.1351 -2.6048 0.3266  0.04
42 H -1.1124 -3.9094 0.2521  0.06
43 H -2.6020 4.1620 -0.5484  0.14

Values from the calculation:
Total charge ... 0
Orbital gap ... 0.34878 hartree
Maximum force ... 5.63 eV/A
HOMO energy ... -9.04 eV
SMILES string ... CC(C)C[C@H](N)C(=O)N[C@@H](CCCCN)C(=O)O
Energy above the lowest of the compared OMol25 structures with the same formula, charge and spin ... 91.8 kcal per mole

=====

What is the orbital gap in the fourth record?
0.34878 hartree